1.
Formula: C11H13Br9F6O4
Source: OMol25
Level of theory: ωB97M-V with the def2-TZVPD basis set

Structure (ORCA input):
```
! wB97M-V def2-TZVPD RIJCOSX def2/J DEFGRID3
* xyz 0 1
Br 1.0412 -4.1899 -0.3124
Br -0.2678 -3.6893 2.6537
Br -7.2970 3.3905 -5.0141
Br -0.0186 0.7453 -4.2103
Br -2.1421 -4.5352 0.0371
Br -4.7990 1.3886 -6.2388
Br -4.1140 4.5003 -5.2405
Br -2.6619 1.6020 -2.6077
Br -1.2290 -1.0215 -1.8364
F 1.2476 -0.9961 1.9427
F 2.7330 0.8199 -1.8570
F 1.9984 -0.9596 -0.8597
F -0.2015 -0.6058 3.5886
F 3.5579 -1.1765 -2.4162
F 1.3698 0.6460 3.2602
O 5.3335 -0.0428 -0.5082
O 0.4634 1.4693 0.7607
O -1.4676 0.6950 1.6993
O 3.7772 -0.6872 0.9497
C 3.9105 -1.2410 3.2965
C 4.1739 -0.3654 -0.3281
C 4.6367 -0.5701 2.0658
C -3.6718 0.7073 0.7484
C -0.8694 0.8380 -2.4175
C -0.1676 0.8174 1.6127
C -2.3760 1.4733 0.9292
C 3.1065 -0.4044 -1.4244
C -5.2784 2.8711 -5.0129
C 0.5357 -0.1324 2.5961
C -0.5689 -3.5246 0.6599
H 4.7026 0.4914 2.3048
H -3.6429 -0.3484 0.4785
H 4.7003 -1.7718 3.8280
H -4.2358 1.2663 0.0018
H 3.1494 -1.9633 3.0013
H -4.9975 2.5049 -4.0255
H -4.3327 0.5608 1.6027
H -0.6761 -2.4481 0.5269
H 3.5583 -0.5287 4.0426
H -0.1725 1.2899 -1.7116
H -2.5196 2.4004 1.4841
H 5.6192 -1.0309 1.9635
H -1.9075 1.7553 -0.0137
*
```

The LUMO energy is -0.9683 eV. As for the energy above the lowest of the compared OMol25 structures with the same formula, charge and spin: 53.8 kcal per mole.



2.
Formula: C11H13BrS
Source: OMol25
Level of theory: ωB97M-V with the def2-TZVPD basis set

Structure (ORCA input):
```
! wB97M-V def2-TZVPD RIJCOSX def2/J DEFGRID3
* xyz 0 1
Br -2.5386 1.3645 -0.8622
S 2.3355 -0.2255 0.2761
C -1.1739 -0.9696 -1.4911
C 0.2008 1.7635 2.9011
C 1.3390 1.3194 0.6643
C -1.0261 -2.2959 0.5882
C 1.6014 1.2883 -1.7944
C 1.2644 2.1596 -0.5934
C -1.7307 -0.3308 -0.5197
C 2.0814 0.1085 -1.4751
C -0.5588 -2.2593 -0.8554
C 0.8236 1.5289 1.7923
C -1.6565 -0.9777 0.8333
H -1.1625 -0.3759 1.5817
H 0.4189 2.7758 -0.7867
H 0.6507 2.3239 3.6201
H 1.9913 2.9538 -0.4875
H 0.5277 -2.2026 -0.9221
H 2.2562 -0.7316 -2.1058
H -1.6856 -3.1248 0.6888
H 1.6191 1.8133 -2.7421
H -1.0919 -0.8563 -2.5410
H -2.6841 -0.9462 1.2882
H -0.7804 1.4366 3.1561
H -0.2239 -2.4108 1.3476
H -0.7971 -3.1293 -1.5614
*
```

The LUMO energy is 0.7447 eV. As for the structure (SMILES): C=C=C1CC=CS1.BrC1=CCCC1. As for the energy above the lowest of the compared OMol25 structures with the same formula, charge and spin: 18.1 kcal per mole.



3.
Formula: C11H13F13O3Si
Source: OMol25
Level of theory: ωB97M-V with the def2-TZVPD basis set

Structure (ORCA input):
```
! wB97M-V def2-TZVPD RIJCOSX def2/J DEFGRID3
* xyz 0 1
Si 0.9657 -1.4393 -1.6177
F -0.4165 2.5078 -0.3391
F -3.4980 -0.3505 2.6685
F -0.5774 0.1026 0.7986
F -2.8492 0.7407 -0.5787
F 1.2768 3.7432 1.9231
F -3.4524 1.8769 1.2127
F -2.5452 -1.3966 1.0467
F -1.2788 3.4560 1.3844
F 0.9155 1.7824 2.7038
F -1.3254 0.9936 2.6420
F -4.5567 -0.5530 0.7990
F 3.2427 2.1927 1.2426
F 1.9196 2.8121 -0.4767
O 0.6529 -2.6348 -0.4390
O 2.4154 -1.6721 -2.4666
O -0.3823 -1.1898 -2.6377
C 3.3856 -2.4752 -1.7846
C -1.2655 1.0728 1.3159
C -0.4175 -2.5503 0.4511
C 1.8909 0.5684 0.2602
C -1.4508 -0.5489 -2.1948
C -0.5466 2.4106 0.9842
C -3.3888 -0.4071 1.3432
C 2.0556 2.0579 0.6207
C 1.1997 0.3442 -1.0215
C -2.7520 0.8629 0.7801
C 0.9186 2.5272 1.5939
H 1.6913 0.8875 -1.7821
H 4.0975 -1.7930 -1.2905
H 1.5135 0.0205 1.1196
H 3.9661 -3.0347 -2.5967
H -1.3007 -2.5384 -0.0598
H -1.6642 0.3964 -2.7049
H -2.3667 -1.1502 -2.1579
H 2.9013 0.1767 0.1794
H -1.3425 -0.3437 -1.0816
H -0.3855 -3.4260 1.0804
H 2.7604 -3.0546 -1.1055
H 0.2217 0.7779 -0.9843
H -0.2280 -1.7529 1.1697
*
```

The LUMO energy is 0.6854 eV. As for the structure (SMILES): CO[Si](CCC(F)(F)C(F)(F)C(F)(F)C(F)(F)C(F)(F)C(F)(F)F)(OC)OC. As for the energy above the lowest of the compared OMol25 structures with the same formula, charge and spin: 40.7 kcal per mole.



4.
Formula: C11H13F7N3O6
Source: OMol25
Level of theory: ωB97M-V with the def2-TZVPD basis set

Structure (ORCA input):
```
! wB97M-V def2-TZVPD RIJCOSX def2/J DEFGRID3
* xyz 1 1
F -3.2096 2.2056 1.7013
F 0.9950 -4.3621 -3.0177
F 3.7594 -1.5755 -0.0373
F -4.8046 3.5860 0.9550
F -3.1862 4.0202 -0.9341
F -4.2889 2.2539 -1.8163
F -5.0365 1.3603 0.5264
O 0.8724 -3.6963 -0.8745
O 0.0898 -2.6119 0.9502
O -1.2360 -2.9052 -0.8650
O 3.5914 0.3539 2.7912
O 4.5955 0.3443 0.7727
O 4.7747 2.1531 2.1120
N -0.2646 0.5251 -0.0471
N 1.2165 2.6043 0.2974
N -1.0201 2.8517 -0.4193
C 4.3591 1.0530 1.9109
C -1.7596 0.4646 -0.3501
C -0.9784 -3.4095 -2.1726
C -2.0248 1.8996 -0.9825
C -3.4262 2.6252 -0.7753
C 0.0783 1.9419 -0.0357
C 3.1953 -0.8337 2.1219
C 0.1821 -4.3230 -1.9387
C 4.2554 -0.9897 1.0790
C -4.1059 2.3984 0.6499
C -0.0751 -3.0308 -0.1640
H -1.2653 3.2200 0.5202
H -1.8479 -3.9339 -2.5699
H -0.0959 -5.3397 -1.6480
H -2.3555 0.1444 0.5608
H 3.1624 -1.6786 2.8102
H 2.1995 -0.6913 1.6929
H -2.0591 -0.2846 -1.1592
H -1.6757 1.7514 -2.0660
H 5.1439 -1.5304 1.4163
H -0.2801 0.2066 0.9434
H 1.2545 3.0243 1.2414
H 2.0043 2.7877 -0.3395
H -0.7336 -2.5789 -2.8404
*
```

The LUMO energy is -5.9638 eV.



5.
Formula: C11H13N
Source: OMol25
Level of theory: ωB97M-V with the def2-TZVPD basis set

Structure (ORCA input):
```
! wB97M-V def2-TZVPD RIJCOSX def2/J DEFGRID3
* xyz 0 1
N -0.0356 1.2367 -0.5299
C -1.8167 -0.9191 1.6764
C -0.1816 2.4240 -1.2972
C 1.5946 -2.5503 -0.8464
C -0.5563 1.1524 0.8233
C 1.8630 -1.7077 -1.8812
C 0.7256 -2.1749 0.2341
C 1.2628 -0.4204 -1.8982
C 0.5361 -0.0351 -0.7968
C -0.4261 -0.1964 1.4230
C -0.9259 2.2785 1.4286
C 0.3921 -0.8342 0.3806
H -2.3007 -0.9964 0.6024
H -1.4058 2.3891 2.3823
H 0.4681 2.3031 -2.1641
H 1.9273 -3.5280 -0.9108
H 0.0781 -0.2024 2.4561
H -0.8480 3.2471 0.9525
H 1.4408 0.1784 -2.7871
H 0.1404 3.2356 -0.5817
H -1.1981 2.3694 -1.6072
H -1.5817 -1.8778 2.0061
H -2.3082 -0.3925 2.5442
H 2.4621 -2.1634 -2.7090
H 0.6937 -2.8156 1.1001
*
```

The LUMO energy is 0.9632 eV. As for the structure (SMILES): C=C1[C@@H](C)c2ccccc2N1C. As for the energy above the lowest of the compared OMol25 structures with the same formula, charge and spin: 43.7 kcal per mole.



6.
Formula: C11H13N2O
Source: OMol25
Level of theory: ωB97M-V with the def2-TZVPD basis set

Structure (ORCA input):
```
! wB97M-V def2-TZVPD RIJCOSX def2/J DEFGRID3
* xyz 1 1
O -0.7393 2.2847 -0.6185
N -3.5128 0.1129 0.1171
N -0.3495 -1.5582 -0.4162
C 1.7458 -0.2423 -0.1288
C 2.7341 -1.2474 -0.1479
C 0.4100 -0.6212 -0.2889
C -1.2936 1.2888 -0.2560
C 4.0552 -0.9007 0.0299
C 2.1143 1.0969 0.0599
C -2.9350 1.4866 0.0992
C -2.5569 -0.9554 0.5815
C 4.4139 0.4281 0.2236
C 3.4442 1.4209 0.2361
C -1.7647 -1.6287 -0.5645
H 3.7274 2.4511 0.3856
H 2.4396 -2.2740 -0.3012
H -3.3985 2.1143 -0.6516
H -4.3449 0.0959 0.7162
H -2.0124 -2.6906 -0.6226
H -1.8539 -0.4848 1.2708
H -3.1309 -1.7128 1.1162
H -2.0219 -1.1642 -1.5242
H -3.8167 -0.1229 -0.8349
H -2.9779 1.9375 1.0856
H 4.8137 -1.6679 0.0192
H 1.3592 1.8647 0.0529
H 5.4515 0.6887 0.3615
*
```

The LUMO energy (alpha / beta) is -3.4986 / -3.4998 eV. As for the energy above the lowest of the compared OMol25 structures with the same formula, charge and spin: 75.6 kcal per mole.



Result set for energy: -24493.15919; -3399.01765; -2240.44739; -1741.41552; -481.64579; -611.32494 a.u., one per record in the order listed.